1.
{
  "formula": "C3H7N3O2",
  "method": "ωB97M-V with the def2-TZVPD basis set",
  "mol_weight_g_mol": 117.11,
  "de_lowest_kcal_mol": 87.3,
  "homo_lumo_gap_ev": 9.374,
  "smiles": "C/N=C\\NOC(N)=O",
  "symbols": ["C", "N", "C", "N", "O", "C", "N", "O", "H", "H", "H", "H", "H", "H", "H"],
  "positions_angstrom": [[1.333604, 1.621683, -0.249360], [1.838649, 0.453974, 0.456706], [1.622511, -0.719563, 0.114271], [0.584605, -1.358754, -0.492159], [-0.653317, -0.736148, -0.804889], [-1.238253, -0.082963, 0.232510], [-2.097650, 0.833319, -0.365509], [-1.085271, -0.284054, 1.389076], [0.515390, 2.137462, 0.245477], [2.151442, 2.407795, -0.355573], [1.212427, 1.363744, -1.396353], [2.342764, -1.470394, 0.495183], [0.408942, -2.334007, -0.360901], [-2.448405, 0.518792, -1.298820], [-2.860248, 1.123494, 0.219700]],
  "forces_ev_per_a": [[1.25, 0.27, -2.37], [1.07, 1.88, -0.81], [0.19, -1.26, 1.77], [-1.46, -0.01, -1.32], [1.87, -0.29, -0.33], [-1.50, 0.67, -0.89], [-0.58, -0.78, -0.98], [0.50, -0.05, 0.79], [-0.42, -0.25, -0.29], [-0.71, -1.02, 0.68], [-0.70, 0.50, 2.19], [-0.50, -0.04, -0.20], [0.30, -0.26, 0.28], [0.72, 0.58, 1.15], [-0.03, 0.07, 0.34]]
}

2.
{
  "formula": "H19O9",
  "method": "ωB97M-V with the def2-TZVPD basis set",
  "total_charge": 1,
  "mol_weight_g_mol": 163.14,
  "de_lowest_kcal_mol": 45.8,
  "homo_lumo_gap_ev": 11.012,
  "symbols": ["O", "H", "H", "H", "O", "H", "H", "O", "H", "H", "O", "H", "H", "O", "H", "H", "O", "H", "H", "O", "H", "H", "O", "H", "H", "O", "H", "H"],
  "positions_angstrom": [[0.250306, -0.375598, -0.367508], [-0.656076, -0.554169, -0.628636], [0.758646, -1.138493, -0.082605], [0.305239, 0.306159, 0.306140], [-1.845470, 0.383203, 1.283136], [-1.841403, 0.120704, 2.203636], [-2.261508, 1.245251, 1.281247], [0.799457, 1.506564, 3.712309], [-0.088431, 1.150844, 3.675513], [1.126100, 1.429748, 2.815857], [-1.239502, -2.778311, -0.016203], [-2.051977, -2.465142, -0.413744], [-0.950137, -3.488413, -0.589135], [0.869822, -0.631047, -3.043145], [1.635729, -0.479598, -3.596926], [0.185005, -0.082287, -3.425392], [1.721219, 1.352973, 1.009823], [1.602206, 2.293222, 1.144002], [2.641133, 1.260477, 0.761967], [1.791270, -2.359136, 0.460446], [2.744606, -2.276764, 0.436106], [1.635316, -3.252355, 0.767128], [0.247039, 2.717889, -0.916555], [-0.374848, 3.232710, -1.430802], [0.284199, 3.162504, -0.069692], [-2.215511, -0.324656, -1.527730], [-2.636878, 0.504056, -1.299874], [-2.435552, -0.460335, -2.449363]],
  "forces_ev_per_a": [[0.55, 1.05, -0.52], [-1.24, -0.42, -0.43], [0.64, -1.75, 0.35], [0.11, 0.88, 0.48], [0.28, 0.09, -0.25], [-0.11, -0.27, 0.27], [-0.19, 0.30, 0.08], [-0.11, 0.23, 0.27], [-0.17, -0.06, 0.18], [0.26, -0.33, -0.17], [0.30, 0.15, 0.17], [-0.39, 0.13, -0.05], [0.06, -0.29, -0.16], [-0.05, -0.22, 0.13], [0.23, -0.02, -0.20], [-0.11, 0.19, -0.11], [-0.21, -0.12, 0.33], [0.14, 0.31, -0.04], [0.35, -0.11, -0.12], [0.01, 0.27, -0.08], [0.32, 0.10, -0.07], [-0.33, -0.22, 0.13], [-0.07, -0.37, -0.01], [-0.12, 0.27, -0.23], [-0.14, 0.32, 0.06], [0.18, -0.13, 0.12], [-0.19, 0.20, 0.23], [0.01, -0.19, -0.35]]
}

3.
{
  "formula": "C5H7NO",
  "method": "ωB97M-V with the def2-TZVPD basis set",
  "mol_weight_g_mol": 97.12,
  "de_lowest_kcal_mol": 115.2,
  "homo_lumo_gap_ev": 9.869,
  "symbols": ["N", "C", "O", "C", "C", "C", "C", "H", "H", "H", "H", "H", "H", "H"],
  "positions_angstrom": [[2.150860, -1.379761, 0.755912], [1.727554, -2.034085, 1.631472], [2.175836, 0.648276, -1.181932], [1.259537, 1.373426, -0.861755], [-1.843094, 0.523504, 0.637608], [-1.723500, -0.359351, -0.569810], [-1.243015, -0.605644, 0.831256], [2.402887, -0.748292, -0.001884], [0.912077, 2.176803, -1.534191], [0.730133, 1.263765, 0.101220], [-2.220217, 1.458531, 1.022976], [-1.002298, -0.121416, -1.361658], [-2.599617, -0.894533, -0.945772], [-0.727142, -1.301217, 1.476553]],
  "forces_ev_per_a": [[-0.42, -0.64, 0.88], [0.51, 0.63, -0.88], [-0.39, 0.30, 0.15], [0.29, -0.20, -0.13], [0.10, -0.19, 0.18], [-0.03, -0.09, -0.35], [-0.12, 0.25, 0.09], [-0.05, 0.02, 0.01], [0.07, -0.07, 0.05], [0.10, -0.06, -0.10], [0.06, -0.16, -0.04], [-0.11, -0.03, 0.16], [0.14, 0.09, 0.08], [-0.15, 0.14, -0.09]]
}

4.
{
  "formula": "C5H11N2O",
  "method": "ωB97M-V with the def2-TZVPD basis set",
  "total_charge": 1,
  "mol_weight_g_mol": 115.16,
  "de_lowest_kcal_mol": 57.4,
  "homo_lumo_gap_ev": 9.906,
  "symbols": ["C", "C", "C", "C", "N", "C", "N", "H", "H", "H", "H", "H", "H", "H", "H", "H", "H", "H", "O"],
  "positions_angstrom": [[-0.048937, -1.808091, -1.242042], [0.561670, -0.816743, -0.207843], [-0.255830, 0.407198, -0.026187], [-1.536577, 0.603413, 0.470620], [-1.938029, 1.993193, 0.210135], [-0.888444, 2.558665, -0.501065], [0.103742, 1.632016, -0.724199], [-1.084659, -1.699157, -1.268748], [0.213330, -2.823920, -0.801610], [0.621792, -1.614169, -2.127723], [1.586872, -0.573699, -0.642149], [0.573678, -1.364891, 0.835866], [-2.242980, -0.208507, 0.611974], [-2.613831, 2.386606, 0.743275], [-0.708680, 3.498259, -0.951469], [0.831288, 1.654563, -1.474408], [3.034470, -1.351836, 2.214766], [1.726301, -1.113011, 2.831318], [2.064832, -1.359896, 2.049484]],
  "forces_ev_per_a": [[3.72, -0.80, 1.03], [-0.03, -1.10, 1.36], [-1.11, 1.69, -1.69], [1.33, 1.33, -1.34], [6.43, -3.44, -3.10], [0.26, -2.86, 0.43], [-2.45, -0.59, 1.61], [-1.63, 0.07, -0.87], [-0.46, 1.05, -1.06], [-1.78, -0.70, 0.18], [-1.10, -0.12, 1.50], [0.47, 1.43, -2.46], [-0.01, 0.54, 0.82], [-2.59, 2.05, 1.46], [-0.77, 1.16, 0.17], [-0.81, 0.36, 1.25], [-0.89, -0.16, -0.32], [-2.10, 1.36, 4.59], [3.53, -1.26, -3.55]]
}

Number 1: strongest force on any atom 2.70 eV/Å. Number 2: strongest force on any atom 1.90 eV/Å. Number 3: strongest force on any atom 1.19 eV/Å. Number 4: strongest force on any atom 7.92 eV/Å.